# 1
58
Properties=species:S:1:pos:R:3:forces:R:3 method="wB97M-V/def2-TZVPD" e_lumo_ev=2.1 de_lowest_ev=0.2559 charge=-1 largest_force_ha_per_bohr=0.0421 homo_lumo_gap_ev=6.444
In 0.3237 -1.3480 0.1243 -0.2464 -0.6180 -0.1644
N 1.6253 -0.1750 4.3640 -0.0710 0.1450 0.0940
C 1.3847 -0.0941 3.0204 0.2361 0.0088 -0.3683
S 2.4181 -0.9526 1.9865 0.1890 -0.2877 -0.3994
N 0.3840 0.6889 2.6714 -0.4159 0.6307 1.3086
N 0.0136 0.6563 1.4054 -0.1152 -0.3819 -1.2609
C -0.7182 1.5878 0.8911 0.4330 -0.1669 0.9874
C -1.2133 2.7414 1.6762 0.0107 0.1455 0.2107
C -0.8732 4.0511 1.3490 0.0549 -0.2468 -0.0074
C -1.3449 5.1054 2.1106 0.0002 0.1733 0.0071
C -2.1666 4.8697 3.2014 0.0294 0.0305 0.0055
C -2.5162 3.5678 3.5255 -0.0629 -0.0194 0.0530
C -2.0391 2.5105 2.7717 -0.0337 0.0023 -0.1496
C -1.0879 1.4518 -0.5061 -0.4875 0.2771 -0.7159
C -2.0366 2.2946 -1.0951 0.2254 -0.1328 0.2908
C -2.3934 2.0865 -2.4108 0.1293 -0.2709 -0.1315
C -1.8029 1.0425 -3.1069 -0.0758 0.1346 0.0637
C -0.8692 0.2568 -2.4478 -0.0057 -0.0505 -0.6308
N -0.5140 0.4684 -1.1990 0.1371 -0.1393 0.5375
H 2.5383 -0.5153 4.6166 -0.0948 0.0308 0.0167
H 1.2214 0.5539 4.9335 -0.0092 -0.0511 -0.0543
H -0.2305 4.2379 0.4993 0.0436 0.0122 -0.0557
H -1.0681 6.1169 1.8469 0.0115 0.0657 0.0082
H -2.5294 5.6976 3.7963 -0.0277 0.0145 0.0065
H -3.1671 3.3739 4.3666 -0.0290 -0.0067 0.0580
H -2.3146 1.4930 3.0022 0.0039 -0.0875 0.1122
H -2.5027 3.0711 -0.5083 0.0015 0.0218 0.0090
H -3.1393 2.7137 -2.8778 -0.0401 0.0225 -0.0437
H -2.0790 0.8302 -4.1276 0.0456 -0.0759 -0.0701
H -0.3829 -0.5823 -2.9240 0.0023 0.0393 -0.1287
N -0.5258 -3.0028 -1.6161 0.1737 -0.1098 0.0404
N -1.8627 -2.7138 -1.9143 -0.1199 -0.3222 -0.4891
C -2.6672 -2.0060 -0.9782 -0.1064 -0.3708 -0.2483
O -3.8704 -2.0418 -1.2009 -0.6696 -0.0413 -0.1878
O -2.0752 -1.4057 -0.0463 0.8508 0.4786 0.6353
H 0.0656 -2.9172 -2.4390 -0.1348 0.0975 0.2185
H -0.3867 -3.9177 -1.1838 -0.1140 0.1863 0.0424
H -2.3907 -3.4299 -2.4071 0.1661 0.2396 0.2276
F 3.3132 -3.1956 -0.7570 0.0066 0.0532 0.1514
C 3.5212 -2.7311 -1.9879 0.1374 -0.2817 0.0005
F 4.8453 -2.7336 -2.2128 0.1554 0.0946 -0.0315
F 2.9948 -3.6330 -2.8310 -0.2118 -0.1048 -0.2008
C 2.8436 -1.3436 -2.1712 0.6611 0.0264 -0.2669
O 1.6120 -1.3643 -1.7237 -1.0054 -0.0195 0.8671
C 3.7373 -0.2710 -1.4735 0.2289 0.5032 -0.0208
F 4.4703 -0.7736 -0.4819 0.0362 -0.2008 0.3764
F 2.9887 0.7066 -0.9680 -0.1177 0.0456 -0.0793
F 4.6154 0.3048 -2.3206 0.1641 0.0225 -0.1939
C 2.7744 -1.0136 -3.6994 0.0080 -0.0675 -0.2670
F 1.7712 -1.6934 -4.2660 -0.2208 -0.1572 -0.0731
F 3.8750 -1.3094 -4.4082 0.2591 -0.0806 0.1102
F 2.5160 0.2818 -3.9043 -0.1361 0.2866 0.1156
C -1.0218 -2.6535 2.6595 -0.2077 -0.2554 0.4701
C -0.2655 -3.1380 1.4803 0.5433 1.8109 -1.0497
O -0.1507 -4.2815 1.1457 -0.0109 -1.0820 -0.0413
H -1.3601 -3.4728 3.2939 -0.0660 -0.0668 0.1422
H -1.8685 -2.1101 2.2419 -0.1650 0.0660 0.0316
H -0.4180 -1.9424 3.2172 0.0569 0.0302 0.1321

# 2
92
Properties=species:S:1:pos:R:3:forces:R:3 method="wB97M-V/def2-TZVPD" e_lumo_ev="-7.5 / -7.5" charge=+2 largest_force_ha_per_bohr=0.0678 homo_lumo_gap_ev="4.920 / 4.875"
Ir 0.5363 1.1923 -0.0414 -2.4780 -1.0475 0.4568
C 1.1593 2.6844 3.8729 -0.0492 0.0492 -0.0072
C 0.3375 1.3909 3.9876 0.0814 0.3989 -0.6489
C 0.6854 0.6724 5.2933 -0.0788 -0.2971 -0.2229
P 0.5106 0.3806 2.4027 -0.2065 -0.7470 -0.5581
C 1.8694 -0.8991 2.5742 -0.1299 0.4878 -0.1658
C 1.6835 -2.0186 3.5930 -0.1754 0.0831 -0.1061
C 3.2010 -0.1797 2.7785 -0.0388 -0.0072 -0.1552
C -1.0726 -0.5399 2.3095 0.0307 0.1041 -0.9628
C -1.8006 -0.9208 3.4293 -0.3025 -0.0969 0.1726
C -3.0862 -1.4352 3.3330 0.0838 0.0349 0.0598
C -3.7038 -1.4980 2.0911 0.1930 0.0363 0.2821
C -3.0045 -1.1494 0.9609 0.3292 0.4546 -0.1790
C -1.6467 -0.7491 1.0227 -0.4965 0.3345 1.8226
N -0.9516 -0.4689 -0.1123 2.7799 2.0953 0.1854
C -1.3028 -1.0216 -1.3066 -0.0707 -0.0521 -2.0908
C -1.8900 -2.3071 -1.3593 0.5110 0.2327 0.1358
C -2.3896 -2.8146 -2.5348 0.0617 0.2304 -0.0913
C -2.2700 -2.0901 -3.7127 0.1939 0.1999 -0.1681
C -1.5823 -0.8873 -3.7056 -0.3407 -0.3918 -0.2296
C -1.0899 -0.3342 -2.5322 -0.0901 0.1754 1.1176
P -0.0537 1.1753 -2.5741 -0.3267 -0.7531 -0.0917
C 1.1745 0.6748 -3.9065 0.2810 0.2095 0.5909
C 2.2858 1.7110 -4.0285 -0.1314 0.0564 -0.1131
C 1.7657 -0.7142 -3.6956 -0.1845 0.0020 0.0150
C -1.0395 2.5257 -3.4509 0.2964 0.1828 0.6405
C -2.0890 3.0779 -2.4950 0.1530 0.0908 -0.0370
C -1.6791 2.1908 -4.7934 0.2130 -0.1604 0.0417
H 1.4988 2.9944 4.8587 0.0061 0.0570 0.0553
H 0.5691 3.4973 3.4619 -0.0350 0.0589 -0.1186
H 2.0426 2.5558 3.2500 0.1456 0.0248 -0.0076
H -0.7281 1.6543 3.9991 0.1472 -0.1416 -0.0675
H 1.7602 0.6462 5.4508 0.1051 -0.0538 -0.0084
H 0.3089 -0.3440 5.3304 0.0215 -0.0722 0.1288
H 0.2448 1.2204 6.1260 -0.0003 0.0805 -0.0405
H 1.8622 -1.3481 1.5728 -0.0704 0.0601 0.1120
H 1.9456 -1.6868 4.5930 -0.0477 -0.0165 0.0923
H 2.3551 -2.8369 3.3346 0.0197 -0.0324 -0.0017
H 0.6671 -2.4087 3.5895 -0.0286 -0.0657 0.0593
H 3.2827 0.2001 3.7934 0.0354 0.0617 0.0952
H 3.3209 0.6556 2.0887 0.0820 0.0833 -0.0286
H 4.0250 -0.8705 2.6146 0.0931 -0.0640 0.0143
H -1.3761 -0.8134 4.4131 0.0449 0.0784 0.1139
H -3.6210 -1.7369 4.2204 0.0179 0.0080 0.0868
H -4.7350 -1.8023 2.0070 -0.1150 -0.0611 -0.0034
H -3.5081 -1.1444 0.0043 0.0314 -0.1902 -0.0228
H -1.9255 -2.9000 -0.4572 -0.1259 0.0182 0.0184
H -2.8757 -3.7756 -2.5362 -0.0090 -0.1948 0.0020
H -2.6551 -2.4823 -4.6397 -0.0575 -0.0345 -0.0971
H -1.4371 -0.3756 -4.6407 0.0872 0.0178 -0.1631
H 0.6004 0.6664 -4.8383 -0.1247 0.0508 0.2129
H 2.9598 1.6545 -3.1773 0.0853 0.0184 0.1159
H 1.8975 2.7241 -4.1016 0.0238 0.1607 -0.0363
H 2.8697 1.5173 -4.9251 0.0863 0.0091 -0.0721
H 2.4504 -0.7223 -2.8526 0.0452 0.0078 -0.0885
H 2.3276 -1.0014 -4.5823 0.0530 -0.0218 -0.0631
H 0.9945 -1.4621 -3.5252 0.0403 -0.0999 -0.0321
H -0.2955 3.3134 -3.6239 0.0433 -0.0777 0.0622
H -2.8291 2.3224 -2.2442 -0.1017 -0.1406 0.0197
H -2.6092 3.9160 -2.9493 -0.0857 0.0841 -0.1356
H -1.6242 3.4392 -1.5862 -0.0307 0.0571 0.1354
H -2.5045 1.4951 -4.6782 -0.0928 -0.0601 -0.0073
H -0.9688 1.7972 -5.5146 0.0010 -0.0744 -0.1184
H -2.0786 3.1109 -5.2158 -0.0322 0.0808 0.0212
C -4.8339 3.1905 0.5925 -0.2112 -0.1373 0.0572
C -3.3600 3.2723 0.6686 0.5067 0.0133 0.0178
C -2.5257 4.3594 0.8552 0.0726 -0.4296 -0.0113
C -1.2209 3.8570 0.8072 -0.0029 -0.0376 0.0612
N -1.2550 2.5387 0.6104 1.3253 -1.3832 -0.5775
N -2.5563 2.1979 0.5329 -0.2389 0.1277 -0.1155
C 0.0694 4.5829 0.9155 -0.0010 -0.0629 -0.1600
H -5.2635 4.1768 0.7375 -0.0464 0.0165 -0.0162
H -5.2294 2.5268 1.3582 -0.0473 -0.0294 0.1109
H -5.1601 2.8031 -0.3718 0.0040 0.0427 -0.0855
H -2.8251 5.3748 1.0081 -0.0529 0.2499 0.0379
H -2.8378 1.2385 0.3927 0.1268 -0.0607 0.0695
H 0.1268 5.1401 1.8507 0.1090 -0.0614 -0.0294
H 0.1753 5.2973 0.0988 0.0540 -0.0002 -0.0163
H 0.8863 3.8545 0.8697 0.1174 0.1804 0.1411
N 3.3851 2.6954 -0.4996 -0.5107 0.2722 0.2225
C 3.7175 1.3861 -0.5653 0.0599 -0.1422 0.0442
C 5.0628 0.9793 -0.6107 -0.2091 -0.1263 -0.0476
C 5.3561 -0.3604 -0.6463 -0.2406 0.1466 0.0568
C 4.3099 -1.2848 -0.6495 -0.2114 0.0899 -0.0172
C 3.0205 -0.8127 -0.6082 0.2376 -0.6051 0.1588
N 2.7146 0.4934 -0.5454 -1.5266 0.2303 0.4938
H 4.0985 3.4024 -0.5535 -0.1047 0.0473 -0.0267
H 2.4253 2.9685 -0.6752 0.3859 0.1520 -0.2089
H 5.8442 1.7204 -0.6098 0.0681 0.1594 -0.0205
H 6.3806 -0.6958 -0.6692 0.1243 -0.0052 -0.0158
H 4.5095 -2.3423 -0.6822 -0.0924 -0.1304 -0.0374
H 2.1804 -1.4917 -0.6173 -0.0620 -0.0385 -0.0120

# 3
87
Properties=species:S:1:pos:R:3:forces:R:3 method="wB97M-V/def2-TZVPD" e_lumo_ev=-5.8 de_lowest_ev=0.0000 charge=+2 largest_force_ha_per_bohr=0.0103 homo_lumo_gap_ev=7.611
Ga -0.0142 -0.3106 -0.0787 0.0422 0.0914 -0.1967
Cl -2.8151 -1.3950 6.5229 -0.0125 0.0051 0.0130
C -1.8955 -1.0788 5.1001 -0.0184 0.0139 -0.0594
C -0.4921 -1.0829 5.1752 0.0129 -0.0261 -0.0060
C 0.2700 -0.8480 4.0599 -0.0140 -0.0153 -0.0107
Cl 1.9922 -0.8826 4.1604 0.0186 -0.0020 0.0092
C -0.3141 -0.5875 2.7938 -0.0484 0.0633 0.0878
O 0.4614 -0.3362 1.7839 -0.0543 -0.0610 -0.2177
C -1.7342 -0.5888 2.7415 0.0788 -0.0680 0.0861
C -2.4488 -0.3524 1.5356 -0.0211 0.0712 -0.1082
O -1.9757 -0.1872 0.3927 0.0076 -0.0265 0.0969
C -2.5071 -0.8281 3.9050 0.0438 -0.0050 0.0177
H -0.0067 -1.2782 6.1229 -0.0092 0.0047 -0.0028
H -3.5409 -0.3047 1.6177 -0.0232 -0.0257 0.0049
H -3.5883 -0.8034 3.8407 -0.0009 -0.0121 0.0016
N 1.2664 0.4304 -2.7611 -0.2399 0.2764 0.3822
P -0.4193 0.1465 -2.5643 0.2372 -0.2187 -0.0756
C -1.2736 1.5238 -3.3405 -0.0104 0.0207 0.0983
C -2.1616 2.2780 -2.5779 -0.0310 0.0175 0.0283
C -2.8455 3.3373 -3.1574 0.0098 -0.0093 0.0061
C -2.6293 3.6500 -4.4916 -0.0141 0.0166 -0.0088
C -1.7458 2.8975 -5.2567 -0.0004 -0.0008 -0.0129
C -1.0774 1.8266 -4.6889 0.0138 -0.0513 -0.0042
C -0.7748 -1.3039 -3.5732 -0.0816 0.0563 -0.0309
C -2.0984 -1.7465 -3.6024 -0.0245 0.0312 -0.0176
C -2.4268 -2.8996 -4.2922 -0.0226 -0.0109 -0.0110
C -1.4356 -3.6220 -4.9479 -0.0041 -0.0206 -0.0097
C -0.1209 -3.1863 -4.9167 0.0172 -0.0071 -0.0092
C 0.2138 -2.0268 -4.2287 0.0184 -0.0023 0.0462
P 2.1053 0.0623 -1.3383 0.0228 0.0518 0.0916
C 3.2623 -1.2650 -1.6905 0.0437 0.0330 0.0615
C 3.8182 -1.4381 -2.9556 -0.0156 0.0157 -0.0302
C 4.7642 -2.4286 -3.1614 0.0193 -0.0132 0.0066
C 5.1635 -3.2375 -2.1050 0.0008 -0.0098 0.0026
C 4.6139 -3.0649 -0.8424 0.0035 -0.0066 0.0052
C 3.6583 -2.0829 -0.6342 -0.0267 -0.0274 -0.0100
C 3.1040 1.4822 -0.8392 0.0811 -0.0863 -0.0771
C 3.2423 2.6394 -1.5952 -0.0999 0.0891 -0.0323
C 4.0465 3.6750 -1.1385 0.0305 0.0060 0.0105
C 4.7273 3.5503 0.0644 0.0026 -0.0081 -0.0049
C 4.6012 2.3889 0.8167 -0.0307 0.0135 0.0244
C 3.7860 1.3613 0.3708 0.0194 -0.0374 0.0374
H 1.5500 1.2056 -3.3464 0.0996 -0.1549 -0.1571
H -2.3279 2.0199 -1.5377 0.0084 -0.0106 -0.0230
H -3.5519 3.9133 -2.5737 -0.0007 0.0009 -0.0081
H -3.1618 4.4757 -4.9448 0.0062 -0.0037 0.0055
H -1.5936 3.1359 -6.3008 -0.0017 0.0002 0.0054
H -0.4213 1.2148 -5.2986 -0.0015 0.0025 0.0039
H -2.8771 -1.1808 -3.0998 0.0060 0.0111 0.0000
H -3.4555 -3.2336 -4.3314 0.0085 0.0037 0.0058
H -1.6943 -4.5235 -5.4875 0.0071 0.0094 0.0001
H 0.6492 -3.7464 -5.4306 -0.0092 0.0053 0.0027
H 1.2424 -1.6926 -4.1985 0.0020 -0.0058 -0.0001
H 3.5133 -0.8027 -3.7788 0.0147 0.0063 0.0025
H 5.1988 -2.5670 -4.1423 -0.0124 0.0077 -0.0019
H 5.9056 -4.0076 -2.2683 -0.0025 0.0048 0.0000
H 4.9260 -3.6994 -0.0237 -0.0007 0.0015 -0.0060
H 3.2123 -1.9609 0.3474 -0.0007 0.0032 -0.0061
H 2.7338 2.7619 -2.5445 -0.0260 -0.0235 0.0254
H 4.1545 4.5726 -1.7328 0.0007 -0.0049 -0.0005
H 5.3665 4.3520 0.4099 -0.0075 -0.0010 -0.0027
H 5.1390 2.2842 1.7501 -0.0064 0.0015 -0.0098
H 3.6846 0.4601 0.9675 0.0146 0.0167 -0.0082
C -0.5726 -4.3857 3.2058 -0.0051 0.0374 -0.0237
N -0.1604 -3.6824 1.9884 -0.0986 0.0173 -0.0486
C -0.8472 -3.3573 0.9019 0.0154 -0.0492 0.0953
S 0.0522 -2.7028 -0.4435 -0.0139 0.0580 -0.0570
N -2.1534 -3.5294 0.7334 0.0732 -0.0117 0.0513
C -3.1705 -4.0618 1.6421 0.0319 -0.0121 0.0019
H 0.3306 -4.6166 3.7635 0.0018 0.0058 -0.0062
H -1.0690 -5.3219 2.9699 -0.0314 -0.0172 -0.0052
H -1.2097 -3.7639 3.8304 -0.0261 0.0195 0.0203
H 0.8177 -3.4496 1.9135 0.0093 0.0132 -0.0041
H -2.4534 -3.3084 -0.2037 -0.0072 0.0189 -0.0111
H -3.1166 -3.5777 2.6126 0.0101 0.0075 0.0437
H -3.0892 -5.1403 1.7565 0.0095 -0.0094 0.0060
H -4.1407 -3.8400 1.2064 -0.0011 0.0036 -0.0091
C -0.7245 4.2018 0.3750 -0.0144 -0.0497 0.0343
S -0.3946 2.6300 1.1584 0.1382 0.1031 -0.0463
C 1.1026 3.0616 2.0338 -0.0235 -0.0876 -0.0450
O 0.0680 1.7530 -0.0165 -0.0963 0.0259 0.0024
H -0.9434 4.9361 1.1501 0.0094 -0.0193 0.0102
H -1.5916 4.0762 -0.2697 0.0065 -0.0110 0.0096
H 0.1452 4.4966 -0.2110 0.0148 -0.0359 0.0156
H 0.8595 3.7824 2.8147 -0.0401 -0.0067 -0.0222
H 1.8245 3.4690 1.3272 0.0162 0.0088 -0.0302
H 1.4828 2.1424 2.4769 0.0028 -0.0055 0.0086

# 4
12
Properties=species:S:1:pos:R:3:forces:R:3 method="wB97M-V/def2-TZVPD" e_lumo_ev="-7.4 / -6.1" de_lowest_ev=4.3606 charge=+1 largest_force_ha_per_bohr=0.0707 homo_lumo_gap_ev="4.043 / 6.766"
C 0.7768 -0.7090 -0.3622 -0.1997 -2.9137 -0.9466
C -2.6406 0.4749 -0.2469 -0.7528 0.0046 0.6929
N 1.1547 0.4411 -0.7288 0.3424 1.3403 2.4211
N 0.9402 -1.4468 0.7411 1.0036 0.5828 0.8339
O 1.6455 1.4427 0.2197 3.2307 -1.6048 0.4509
Cl -2.4604 -0.6803 -1.4332 0.3492 0.5496 1.0475
Cl -2.8781 0.0593 1.4145 0.4444 0.2477 -1.8877
Cl -2.8046 2.0928 -0.6836 0.2471 -0.7913 0.2488
H 1.1833 0.8627 -1.6276 -0.4686 -0.1551 -0.7861
H 0.9500 -2.4801 0.7078 -0.6609 1.1062 -0.5896
H 1.5060 -1.1633 1.5705 -0.5945 0.3300 -0.8920
H 2.6272 1.1060 0.4289 -2.9409 1.3039 -0.5932